No. 1
2 unconnected molecules or ions with the total composition C4H9NO at a distorted geometry, computed with ωB97M-V with the def2-TZVPD basis set.

```
15
C4H9NO | the Open Molecules 2025 dataset | ωB97M-V with the def2-TZVPD basis set
O -2.077 -1.199 -0.879
N 1.397 0.330 -0.807
C 2.249 0.776 0.277
C -2.016 0.368 1.006
C 1.095 -0.900 -0.880
C -2.339 -0.017 -0.238
H 1.400 -1.642 -0.138
H 0.228 -1.080 -1.512
H 1.697 1.244 1.103
H -1.094 0.190 1.541
H 2.886 -0.005 0.723
H -1.437 -1.656 -0.310
H -2.480 1.324 1.243
H 2.962 1.489 -0.159
H -2.472 0.777 -0.971
```

Largest force on an atom in eV Å⁻¹: 1.79
ΔE to the lowest compared entry with this formula, charge and spin in eV: 3.870
Frontier orbital gap in eV: 9.88
Charge: 0
Highest occupied orbital energy in hartree: -0.3300

=====

No. 2
A molecular structure, C4H9NO, computed with ωB97M-V with the def2-TZVPD basis set.

```
15
C4H9NO | the Open Molecules 2025 dataset | ωB97M-V with the def2-TZVPD basis set
O 2.403 0.724 0.515
N -0.593 0.098 0.491
C 0.200 0.966 -0.423
C -2.003 -0.069 0.205
C 1.157 -0.068 -0.670
C 0.279 -1.029 0.095
H -0.212 -1.687 -0.644
H -2.527 0.875 0.403
H -2.219 -0.366 -0.841
H 1.370 1.357 0.348
H 2.317 0.276 1.375
H -2.428 -0.829 0.873
H 0.689 -1.650 0.902
H -0.264 1.638 -1.143
H 1.869 -0.273 -1.463
```

Largest force on an atom in eV Å⁻¹: 0.47
ΔE to the lowest compared entry with this formula, charge and spin in eV: 5.594
Frontier orbital gap in eV: 8.58
Charge: 0
Highest occupied orbital energy in hartree: -0.2795

=====

No. 3
3 unconnected molecules or ions with the total composition C4H9NO, computed with ωB97M-V with the def2-TZVPD basis set.

```
15
C4H9NO | the Open Molecules 2025 dataset | ωB97M-V with the def2-TZVPD basis set
O 2.446 0.319 0.414
N -0.636 -0.274 -0.386
C 1.454 -0.133 -0.463
C -1.868 -0.120 0.133
C 0.428 -1.177 0.078
C 0.233 0.743 -0.644
H -1.198 1.092 1.115
H 1.976 -0.462 -1.367
H -0.414 1.451 0.843
H 0.444 -1.259 1.171
H 0.400 -2.167 -0.386
H 1.996 0.852 1.086
H -2.533 0.559 -0.393
H 0.033 1.569 -1.320
H -2.323 -1.005 0.570
```

Largest force on an atom in eV Å⁻¹: 0.33
ΔE to the lowest compared entry with this formula, charge and spin in eV: 5.252
Frontier orbital gap in eV: 9.30
Charge: 0
Highest occupied orbital energy in hartree: -0.3022

=====

No. 4
C4H9NO in the gas phase at a distorted geometry, computed with ωB97M-V with the def2-TZVPD basis set.

```
15
C4H9NO | the Open Molecules 2025 dataset | ωB97M-V with the def2-TZVPD basis set
O 2.019 0.131 0.151
N -0.169 1.397 -0.271
C -1.594 -0.636 -0.374
C -1.078 0.383 0.268
C 1.021 -0.805 -0.226
C -0.329 -0.846 0.432
H 0.233 1.960 0.612
H -1.515 0.894 1.220
H -1.451 -0.823 -1.345
H 1.419 0.972 -0.090
H 1.522 -1.841 -0.272
H -2.592 -0.793 0.145
H 0.911 -0.649 -1.192
H -0.920 2.343 -0.382
H -0.695 -1.461 1.390
```

Largest force on an atom in eV Å⁻¹: 11.91
ΔE to the lowest compared entry with this formula, charge and spin in eV: 5.782
Frontier orbital gap in eV: 10.25
Charge: 0
Highest occupied orbital energy in hartree: -0.3564

=====

No. 5
C4H9NO in the gas phase, computed with ωB97M-V with the def2-TZVPD basis set.

```
15
C4H9NO | the Open Molecules 2025 dataset | ωB97M-V with the def2-TZVPD basis set
O 1.631 -1.386 -0.388
N 1.807 0.905 -0.603
C -1.123 1.137 -0.366
C 0.981 -0.180 -0.323
C -0.324 -0.084 -0.013
C -0.964 -1.088 0.912
H -1.197 -0.557 1.847
H -0.694 1.640 -1.240
H 0.962 -2.015 -0.697
H -1.905 -1.526 0.555
H 2.787 0.682 -0.722
H -1.215 1.867 0.451
H -2.142 0.827 -0.636
H 1.676 1.678 0.037
H -0.279 -1.899 1.184
```

Largest force on an atom in eV Å⁻¹: 0.41
ΔE to the lowest compared entry with this formula, charge and spin in eV: 1.343
Frontier orbital gap in eV: 8.34
Charge: 0
Highest occupied orbital energy in hartree: -0.2753

=====

No. 6
C4H9NO in the gas phase at a distorted geometry, computed with ωB97M-V with the def2-TZVPD basis set.

```
15
C4H9NO | the Open Molecules 2025 dataset | ωB97M-V with the def2-TZVPD basis set
O 1.743 -1.327 1.618
N -0.362 -0.838 1.038
C -1.330 -0.127 0.057
C 1.633 -0.536 -0.706
C 1.055 -0.815 0.782
C -1.065 1.426 -0.228
H -1.587 1.969 0.448
H -0.001 1.524 -0.200
H -0.629 -0.581 1.970
H -1.409 1.801 -1.220
H 0.878 -0.450 -1.387
H -0.989 -0.545 -0.891
H 2.154 -1.508 -0.945
H 2.234 0.388 -0.574
H -2.324 -0.380 0.237
```

Largest force on an atom in eV Å⁻¹: 4.51
ΔE to the lowest compared entry with this formula, charge and spin in eV: 1.730
Frontier orbital gap in eV: 10.53
Charge: 0
Highest occupied orbital energy in hartree: -0.3538

=====

No. 7
C4H9NO in the gas phase, computed with ωB97M-V with the def2-TZVPD basis set.

```
15
C4H9NO | the Open Molecules 2025 dataset | ωB97M-V with the def2-TZVPD basis set
O 1.780 0.293 1.167
N 0.196 -0.191 -0.377
C -1.113 0.082 -0.930
C 1.220 -0.601 -1.316
C 0.597 0.189 0.879
C -0.477 0.392 1.933
H -1.786 0.466 -0.162
H 1.579 0.232 -1.935
H 0.009 0.226 2.896
H -0.871 1.413 1.925
H 0.813 -1.380 -1.971
H 2.065 -1.000 -0.753
H -1.311 -0.306 1.824
H -1.045 0.838 -1.725
H -1.555 -0.825 -1.361
```

Largest force on an atom in eV Å⁻¹: 0.26
ΔE to the lowest compared entry with this formula, charge and spin in eV: 0.601
Frontier orbital gap in eV: 10.05
Charge: 0
Highest occupied orbital energy in hartree: -0.3376

=====

No. 8
C4H9NO in the gas phase at a distorted geometry, computed with ωB97M-V with the def2-TZVPD basis set.

```
15
C4H9NO | the Open Molecules 2025 dataset | ωB97M-V with the def2-TZVPD basis set
O 0.380 -1.636 -0.131
N 0.335 0.507 -0.073
C -0.017 1.862 -0.023
C -1.854 -0.603 0.327
C -0.370 -0.527 0.028
C 1.846 -1.164 -0.316
H -2.030 -0.761 1.398
H -2.378 -1.392 -0.217
H 2.173 -0.279 -0.907
H 0.702 2.400 -0.653
H 0.102 2.221 1.004
H 2.254 -0.999 0.685
H 2.206 -2.046 -0.808
H -1.031 2.060 -0.384
H -2.318 0.359 0.071
```

Largest force on an atom in eV Å⁻¹: 1.47
ΔE to the lowest compared entry with this formula, charge and spin in eV: 2.487
Frontier orbital gap in eV: 9.90
Charge: 0
Highest occupied orbital energy in hartree: -0.3262

=====

No. 9
C4H9NO in the gas phase at a distorted geometry, computed with ωB97M-V with the def2-TZVPD basis set.

```
15
C4H9NO | the Open Molecules 2025 dataset | ωB97M-V with the def2-TZVPD basis set
O -0.028 0.664 2.084
N -0.170 0.399 -0.160
C -0.318 1.814 -0.375
C 0.140 -0.035 1.105
C 0.640 -1.450 1.217
C -0.281 -0.486 -1.323
H 1.541 -1.652 0.642
H 0.568 -1.146 -1.443
H 0.663 -1.810 2.239
H -0.221 0.185 -2.180
H -1.259 -0.959 -1.319
H -0.123 -2.062 0.706
H -1.268 2.050 -0.851
H -0.397 2.282 0.602
H 0.512 2.207 -0.943
```

Largest force on an atom in eV Å⁻¹: 1.64
ΔE to the lowest compared entry with this formula, charge and spin in eV: 0.823
Frontier orbital gap in eV: 9.97
Charge: 0
Highest occupied orbital energy in hartree: -0.3361

=====

No. 10
3 unconnected molecules or ions with the total composition C4H9NO, computed with ωB97M-V with the def2-TZVPD basis set.

```
15
C4H9NO | the Open Molecules 2025 dataset | ωB97M-V with the def2-TZVPD basis set
O 0.385 0.355 1.647
N -0.594 1.221 -1.045
C 0.233 -0.560 0.739
C -0.705 -0.128 -0.531
C -1.712 0.905 -0.174
C 1.324 -0.685 -0.206
H 1.468 -1.584 -0.807
H -1.022 -0.936 -1.187
H 1.762 0.238 -0.574
H 2.467 -0.523 1.267
H 1.920 -0.078 1.725
H -0.193 -1.542 1.029
H -1.639 1.331 0.822
H -0.874 1.259 -2.020
H -2.707 0.809 -0.605
```

Largest force on an atom in eV Å⁻¹: 0.32
ΔE to the lowest compared entry with this formula, charge and spin in eV: 6.863
Frontier orbital gap (alpha / beta) in eV: 8.70 / 8.70
Charge: 0
Highest occupied orbital energy (alpha / beta) in hartree: -0.3318 / -0.3318

=====

It is found that the electronic energy values, taken in the order of the records, are -7828.4503 -7826.7258 -7827.0682 -7826.5377 -7830.9767 -7830.5902 -7831.7186 -7829.8330 -7831.4966 -7825.4567 eV.